1.
Molecular formula: C22H47BClN6O3S3
Method: DFT, ωB97M-V with the def2-TZVPD basis set

Structure (XYZ):
```
83
Properties=species:S:1:pos:R:3:mulliken_charge:R:1
C -6.673 1.336 -2.539 -1.23
C -5.511 1.392 -3.522 -0.57
C -4.110 1.067 -2.949 -0.55
C -4.134 0.266 -1.672 -0.82
N -2.788 0.033 -1.028 0.41
C -1.705 -0.297 -1.980 -1.03
C -0.922 0.917 -2.439 -1.27
C -0.255 1.780 -1.359 -0.75
C 1.253 1.472 -1.297 -0.50
N 1.957 1.599 0.015 0.30
C 1.353 0.983 1.109 -0.84
N 0.623 1.672 1.921 0.28
C 0.051 1.194 3.183 -0.15
C -1.006 2.175 3.718 -0.64
N -0.654 2.820 4.981 -0.58
N 1.725 -0.314 1.277 0.35
Cl 0.436 -1.437 1.315 -0.04
C 2.911 -0.603 0.397 0.71
C 2.668 -1.631 -0.712 -0.43
C 2.825 -3.098 -0.304 -0.55
O 2.206 -3.946 -1.270 -0.55
B 4.095 -1.107 1.378 0.52
N 3.764 -1.729 2.649 -0.45
O 5.422 -0.956 0.977 -0.65
C 3.239 0.866 -0.010 0.04
O 3.900 1.346 1.207 -0.74
C 4.139 1.111 -1.194 -1.31
C 4.415 2.583 -1.512 -0.74
C 5.615 3.191 -0.779 -1.03
S 7.176 2.320 -1.061 -0.19
C -2.996 -1.028 -0.096 -0.30
S -3.268 -0.661 1.463 -0.10
S -3.040 -2.648 -0.758 -0.04
C -2.875 -3.785 0.630 -0.54
C -4.071 -3.905 1.598 -0.27
C -3.565 -3.995 3.034 -1.20
H -6.584 2.144 -1.812 0.31
H -7.617 1.469 -3.059 0.40
H -6.720 0.400 -1.991 0.29
H -5.715 0.670 -4.313 0.34
H -5.476 2.364 -4.006 0.35
H -3.543 0.574 -3.735 0.17
H -3.592 2.010 -2.769 0.34
H -4.644 -0.687 -1.836 0.44
H -4.730 0.790 -0.931 0.48
H -2.066 -0.834 -2.858 0.36
H -1.019 -0.981 -1.481 0.71
H -1.574 1.566 -3.014 0.59
H -0.175 0.560 -3.149 0.51
H -0.357 2.803 -1.707 0.35
H -0.766 1.730 -0.399 0.45
H 1.414 0.505 -1.767 0.12
H 1.749 2.205 -1.921 0.32
H 0.473 2.648 1.699 0.46
H 0.864 1.118 3.902 0.32
H -0.385 0.208 3.081 0.12
H -1.233 2.915 2.947 0.27
H -1.932 1.626 3.862 0.30
H 0.293 2.615 5.271 0.27
H -1.250 2.478 5.723 0.27
H 3.391 -1.434 -1.501 0.47
H 1.691 -1.511 -1.179 0.02
H 2.373 -3.310 0.664 0.32
H 3.871 -3.396 -0.328 0.35
H 1.280 -3.684 -1.346 0.33
H 3.694 -2.736 2.508 0.22
H 4.564 -1.621 3.271 0.24
H 5.574 -1.455 0.162 0.32
H 4.833 1.501 1.024 0.50
H 3.719 0.618 -2.068 0.44
H 5.080 0.597 -1.006 0.66
H 4.612 2.648 -2.580 0.48
H 3.549 3.206 -1.297 0.27
H 5.766 4.205 -1.138 0.48
H 5.394 3.303 0.278 0.42
H 7.288 1.637 0.084 0.12
H -2.747 -4.748 0.140 0.49
H -1.961 -3.609 1.192 0.18
H -4.577 -4.848 1.399 0.34
H -4.782 -3.099 1.478 0.30
H -3.032 -3.092 3.322 0.23
H -4.356 -4.242 3.734 0.37
H -2.839 -4.810 3.082 0.35
```

The charge is +1. The calculation puts the energy at -84357.6989 eV. The SMILES is CCCCN(CCCCN1C(NCCN)=[N+](Cl)[C@](CCO)(B(N)O)[C@@]1(O)CCCS)C(=S)SCCC. For the LUMO energy, the calculation gives -3.4 eV. The calculation puts the orbital gap at 7.54 eV.

=====

2.
Molecular formula: C7H5ClN2O3S
Method: DFT, ωB97M-V with the def2-TZVPD basis set

Structure (XYZ):
```
19
Properties=species:S:1:pos:R:3:mulliken_charge:R:1
C 2.162 -0.121 0.031 -0.12
C 1.227 -1.086 -0.448 -0.62
C 1.849 1.208 0.181 -0.21
C -0.001 -0.623 -0.549 -0.03
C 0.424 1.606 0.152 0.75
C -1.295 -2.648 -0.328 0.25
C -1.867 0.927 -0.323 -1.06
N -0.458 0.575 -0.236 0.09
N 2.844 2.161 0.488 0.93
O 0.015 2.751 0.307 -0.64
O 3.939 1.655 0.701 -0.63
O 2.626 3.341 0.486 -0.54
S -2.036 -3.233 -1.554 -0.12
Cl -0.988 -2.972 1.299 -0.03
H 3.249 -0.342 -0.093 0.38
H 1.442 -2.085 -0.701 0.55
H -1.847 2.036 -0.397 0.38
H -2.296 0.289 -1.101 0.35
H -2.388 0.679 0.564 0.32
```

The calculation puts the energy at -39812.9240 eV. For the LUMO energy (alpha / beta), the calculation gives -1.5 / -1.6 eV. The calculation puts the orbital gap (alpha / beta) at 7.35 / 7.39 eV. The calculation puts the relative energy (zero: lowest compared OMol25 entry of this formula, charge and spin) at 64.9 kcal per mole.

=====

3.
Molecular formula: C27H38F24N3O6Si
Method: DFT, ωB97M-V with the def2-TZVPD basis set

Structure (XYZ):
```
99
Properties=species:S:1:pos:R:3:mulliken_charge:R:1
C -3.578 5.429 6.619 -0.90
C -1.961 5.298 6.587 -0.35
O -1.464 4.517 5.479 -0.27
C -1.624 5.196 4.215 -0.59
C -1.734 4.018 3.102 0.13
O -1.234 4.420 1.813 -0.38
C -1.662 3.495 0.782 -0.57
C -0.476 2.630 0.141 -0.09
O 0.517 2.163 1.091 -0.42
C 0.679 0.717 1.001 -0.70
C -0.500 0.085 1.877 0.15
N -1.578 -0.781 1.551 0.60
N -2.317 -0.990 2.696 -0.58
C -1.710 -0.248 3.735 0.12
Si -2.197 -0.015 5.590 0.07
C -1.036 1.364 6.300 -0.43
C -2.100 -1.609 6.633 -0.91
C -3.973 0.759 5.578 -0.79
N -0.534 0.472 3.255 0.17
H -4.045 4.651 5.930 0.22
H -3.892 6.502 6.401 0.30
H -3.966 5.192 7.677 0.33
H -1.426 6.304 6.701 0.30
H -1.692 4.702 7.540 0.24
H -0.670 5.818 4.027 0.25
H -2.525 5.890 4.149 0.35
H -1.079 3.163 3.526 -0.15
H -2.823 3.679 3.111 0.19
H -2.489 2.798 1.157 0.24
H -2.086 4.148 -0.071 0.36
H -0.047 3.225 -0.734 0.44
H -0.963 1.689 -0.325 0.05
H 0.689 0.337 -0.067 0.49
H 1.662 0.410 1.500 0.30
H -1.733 -1.142 0.595 0.31
H -0.847 2.095 5.426 -0.06
H 0.004 0.957 6.577 0.30
H -1.483 1.873 7.213 0.24
H -2.788 -2.439 6.246 0.31
H -2.439 -1.328 7.702 0.27
H -1.033 -2.028 6.733 0.32
H -4.634 0.004 5.006 0.30
H -4.366 0.980 6.626 0.32
H -3.914 1.688 4.909 0.16
H 0.118 1.108 3.730 0.41
C 3.731 -1.667 -2.351 -1.07
C 2.325 -1.160 -1.969 1.15
C 1.287 -2.241 -1.660 0.04
F 1.041 -3.035 -2.712 -0.22
F 0.092 -1.669 -1.326 -0.21
F 1.880 -0.320 -2.931 -0.29
F 2.468 -0.394 -0.839 -0.30
O 4.043 -1.719 -3.745 -0.25
C 3.661 -2.882 -4.453 0.71
C 2.643 -2.586 -5.558 0.59
F 1.509 -2.042 -5.058 -0.24
F 2.278 -3.723 -6.198 -0.28
F 3.235 -3.822 -3.585 -0.30
F 4.793 -3.370 -5.003 -0.28
H 4.434 -0.929 -1.953 0.46
H 3.992 -2.598 -1.840 0.30
H 1.603 -2.865 -0.819 0.30
H 3.055 -1.892 -6.294 -0.06
C -3.344 -4.058 0.678 -0.60
C -3.797 -3.298 -0.588 0.90
C -5.276 -2.910 -0.636 0.02
F -6.089 -3.979 -0.620 -0.22
F -5.548 -2.241 -1.784 -0.27
F -3.443 -4.009 -1.680 -0.27
F -3.062 -2.137 -0.641 -0.41
O -3.243 -5.481 0.578 -0.44
C -4.419 -6.233 0.803 0.73
C -4.852 -7.029 -0.433 0.21
F -5.103 -6.216 -1.482 -0.22
F -5.993 -7.714 -0.186 -0.25
F -5.389 -5.428 1.275 -0.28
F -4.125 -7.088 1.807 -0.29
H -2.316 -3.736 0.869 0.30
H -3.898 -3.751 1.569 0.41
H -5.542 -2.256 0.201 0.31
H -4.077 -7.738 -0.732 0.24
C 7.352 1.246 -7.240 -0.77
C 6.500 -0.031 -7.080 0.90
C 5.160 -0.039 -7.818 0.12
F 4.330 0.929 -7.389 -0.23
F 4.512 -1.216 -7.605 -0.28
F 6.328 -0.286 -5.760 -0.22
F 7.243 -1.067 -7.568 -0.34
O 7.284 2.208 -6.179 -0.41
C 6.237 3.154 -6.226 0.72
C 5.287 3.034 -5.030 0.19
F 4.708 1.813 -4.976 -0.19
F 4.282 3.939 -5.120 -0.26
F 5.602 3.074 -7.410 -0.27
F 6.832 4.368 -6.204 -0.29
H 8.394 0.914 -7.226 0.40
H 7.225 1.711 -8.221 0.37
H 5.299 0.074 -8.896 0.29
H 5.820 3.197 -4.090 0.25
```

The charge is +1. The calculation puts the energy at -118457.6322 eV. For the LUMO energy, the calculation gives -3.4 eV. The calculation puts the orbital gap at 8.78 eV.

=====

4.
Molecular formula: C4H7IOS
Method: DFT, ωB97M-V with the def2-TZVPD basis set

Structure (XYZ):
```
14
Properties=species:S:1:pos:R:3:mulliken_charge:R:1
C -0.714 0.907 -0.286 -0.64
C 0.423 0.251 -1.064 -0.65
C -0.337 0.759 1.174 -0.66
C 0.619 -1.109 -0.427 -0.57
O -1.158 -1.749 1.417 -0.61
S 0.107 -1.024 1.370 0.47
I 2.646 -1.817 -0.474 0.08
H -0.843 1.951 -0.573 0.34
H -1.651 0.376 -0.471 0.32
H 0.193 0.159 -2.127 0.30
H 1.324 0.860 -0.964 0.37
H 0.545 1.342 1.432 0.37
H -1.149 0.979 1.862 0.39
H -0.005 -1.884 -0.866 0.50
```

The calculation puts the energy at -25244.1381 eV. For the LUMO energy, the calculation gives 0.3 eV. The calculation puts the orbital gap at 9.57 eV. The calculation puts the relative energy (zero: lowest compared OMol25 entry of this formula, charge and spin) at 2.2 kcal per mole.

=====

5.
Molecular formula: C5H14
Method: DFT, ωB97M-V with the def2-TZVPD basis set

Structure (XYZ):
```
19
Properties=species:S:1:pos:R:3:mulliken_charge:R:1
C 2.017 -0.294 -0.141 -0.90
C 1.826 -0.714 1.313 -0.16
C 1.160 0.420 2.105 -1.12
H 1.077 -0.247 -0.692 0.07
H 2.590 -1.031 -0.686 0.32
H 2.546 0.656 -0.224 0.32
H 1.260 -1.636 1.399 0.29
H 2.805 -0.782 1.776 0.27
H 1.753 1.320 2.041 0.33
H 0.173 0.737 1.751 0.24
H 1.015 0.164 3.132 0.34
C -2.909 0.054 -2.081 -0.88
C -1.841 0.463 -1.031 -0.75
H -2.466 0.177 -3.069 0.26
H -3.294 -0.961 -1.999 0.27
H -3.766 0.721 -1.994 0.26
H -1.472 -0.429 -0.533 0.24
H -2.337 1.091 -0.295 0.32
H -0.920 0.863 -1.421 0.29
```

The calculation puts the energy at -5411.7147 eV. The SMILES is CCC.CC. For the LUMO energy, the calculation gives 1.2 eV. The calculation puts the orbital gap at 12.61 eV. The calculation puts the relative energy (zero: lowest compared OMol25 entry of this formula, charge and spin) at 7.7 kcal per mole.